The following is a quantum chemistry calculation of a structure of composition C3H5N3, from OMol25.

Properties
* total charge: 0
* 2S+1: 1
* LUMO: 0.027 Eh
* E: -281.3975 Ha
* energy above the lowest of the compared OMol25 structures with the same formula, charge and spin: 120.8 kcal/mol

Each line ends with the Löwdin charge.
Element x y z (Å)
N: 1.467 -1.287 -0.085  0.15
C: 0.512 -0.385 0.200  -0.42
N: 0.139 0.096 1.344  0.13
N: -0.798 1.037 0.579  -0.10
C: -1.845 0.511 -0.289  -0.07
C: -0.418 0.395 -0.704  -0.21
H: 1.780 -1.378 -1.038  0.10
H: 2.104 -1.572 0.643  0.11
H: -0.607 2.015 0.756  0.15
H: -2.307 -0.371 0.157  0.04
H: -0.027 0.939 -1.563  0.12